Computed, not measured: a molecular structure, C31H61ClI2O21Si, with ωB97M-V/def2-TZVPD.

Properties
Calculated total energy   -4142.9941 Eh
Max |F|   2.8 eV/A
Gap between HOMO and LUMO   8.78 eV
HOMO level   -9.27 eV

XYZ file:
```
117
Properties=species:S:1:pos:R:3:lowdin_charge:R:1
C 1.16165 -3.17965 -3.55776 -0.174
C 0.75784 -1.64544 -3.31951 -0.817
I 2.29095 -0.23029 -2.64958 0.727
C -0.56761 -1.22247 -3.55142 -0.885
I -1.06049 0.88983 -3.26258 0.757
Si -1.94466 -2.45502 -4.10090 0.276
Cl -2.04070 -2.59223 -6.23537 0.253
H 0.88956 -3.45607 -4.62798 0.080
H 2.29629 -3.25690 -3.50872 0.067
H 0.67768 -3.86222 -2.79893 0.063
H -1.49152 -3.77558 -3.64568 -0.050
H -3.19781 -2.01539 -3.49355 -0.049
C -2.50012 4.24472 -4.69095 -0.069
C -3.46612 4.03066 -3.54075 -0.232
O -4.26618 5.19856 -3.31737 0.030
C -5.29358 5.36090 -4.16056 -0.632
O -5.59965 4.61983 -5.05889 0.129
O -5.91100 6.50967 -3.84597 -0.018
C -6.98210 6.85174 -4.72650 -0.042
H -1.90620 5.14757 -4.53114 0.086
H -1.82723 3.39090 -4.79492 0.016
H -3.03337 4.37758 -5.63430 0.078
H -2.90289 3.85758 -2.62093 0.114
H -4.09746 3.15299 -3.70188 0.121
H -7.69385 6.03030 -4.82497 0.095
H -6.58533 7.13491 -5.70315 0.100
H -7.50203 7.70900 -4.29994 0.099
C -12.15698 4.80254 -0.11651 -0.068
C -11.13106 5.89077 0.13448 -0.216
O -9.80269 5.35483 0.12775 0.034
C -9.28012 5.12942 -1.08459 -0.592
O -9.81653 5.34610 -2.14159 0.122
O -8.06135 4.59856 -0.91816 0.019
C -7.42206 4.22979 -2.13913 -0.024
H -12.02263 3.97874 0.58811 0.081
H -13.17002 5.19616 -0.01387 0.079
H -12.05054 4.38508 -1.11971 0.075
H -11.28942 6.31836 1.12647 0.122
H -11.22401 6.70629 -0.58678 0.123
H -7.40540 5.05942 -2.84164 0.067
H -7.92521 3.36535 -2.57673 0.112
H -6.39359 3.95221 -1.90850 0.101
C -4.35014 -3.10725 3.70074 -0.065
C -4.77057 -3.20596 2.24706 -0.213
O -3.79537 -2.60088 1.38867 0.036
C -2.71252 -3.34490 1.13500 -0.587
O -2.50198 -4.45932 1.54967 0.116
O -1.88955 -2.62413 0.35570 0.007
C -0.64978 -3.26911 0.07590 -0.033
H -4.12786 -2.07133 3.96635 0.083
H -5.13869 -3.48074 4.35663 0.081
H -3.44386 -3.68646 3.88874 0.072
H -5.70086 -2.65423 2.09908 0.123
H -4.95890 -4.24084 1.95131 0.124
H -0.80622 -4.27283 -0.32458 0.101
H -0.03823 -3.30678 0.97925 0.089
H -0.12330 -2.67860 -0.67472 0.078
C 5.44994 -4.08456 5.08468 -0.055
C 4.70205 -2.96006 4.39625 -0.205
O 3.79351 -3.47545 3.41546 0.038
C 2.64266 -3.95829 3.89918 -0.595
O 2.31276 -3.98210 5.05774 0.122
O 1.92659 -4.43264 2.86957 -0.002
C 0.70149 -5.05717 3.25460 -0.043
H 5.93353 -4.73115 4.34913 0.083
H 6.20906 -3.68572 5.76040 0.079
H 4.77073 -4.71388 5.66371 0.076
H 5.41245 -2.32525 3.86308 0.125
H 4.17935 -2.32579 5.11374 0.093
H 0.10266 -4.40093 3.88802 0.099
H 0.90908 -5.99972 3.76458 0.102
H 0.13396 -5.26977 2.34904 0.079
C -3.66388 4.09263 -10.54258 -0.067
C -2.21774 3.63997 -10.60281 -0.217
O -1.78162 3.14641 -9.33094 0.031
C -2.16936 1.89858 -9.03502 -0.596
O -2.82633 1.17325 -9.73698 0.125
O -1.71702 1.60460 -7.80838 0.000
C -2.13226 0.32529 -7.32892 -0.113
H -3.80807 4.80959 -9.73112 0.081
H -3.96233 4.55720 -11.48436 0.079
H -4.33185 3.25139 -10.34754 0.076
H -1.57911 4.49270 -10.84174 0.121
H -2.06188 2.89159 -11.38358 0.123
H -1.89154 -0.46284 -8.04256 0.067
H -3.20331 0.33730 -7.11622 0.104
H -1.59641 0.12614 -6.40239 0.022
C 8.76445 -0.28368 9.61660 -0.065
C 8.01029 0.83636 8.92628 -0.215
O 7.10624 0.31627 7.94348 0.022
C 5.95468 -0.17509 8.42209 -0.596
O 5.62170 -0.20418 9.57820 0.128
O 5.24394 -0.65106 7.38864 -0.004
C 4.02140 -1.28297 7.77117 -0.037
H 9.25293 -0.92762 8.88152 0.079
H 9.52012 0.11976 10.29316 0.081
H 8.08778 -0.91579 10.19496 0.076
H 8.71675 1.47541 8.39275 0.122
H 7.48172 1.46838 9.64378 0.125
H 3.41882 -0.63158 8.40576 0.099
H 4.23297 -2.22531 8.27978 0.106
H 3.45668 -1.49796 6.86512 0.077
C 12.18330 -4.31291 1.88188 -0.068
C 10.68444 -4.53240 1.81187 -0.216
O 10.04463 -4.09189 3.01572 0.032
C 9.85533 -2.76983 3.11526 -0.598
O 10.15980 -1.94424 2.29333 0.124
O 9.28700 -2.52125 4.30401 -0.003
C 9.10398 -1.13310 4.57923 -0.040
H 12.59698 -4.77400 2.78160 0.082
H 12.67683 -4.73794 1.00586 0.080
H 12.42353 -3.24893 1.92916 0.075
H 10.47690 -5.60044 1.72169 0.122
H 10.24598 -4.04382 0.93843 0.124
H 8.56952 -0.63409 3.76943 0.098
H 10.07121 -0.65720 4.75180 0.100
H 8.50781 -1.04860 5.48813 0.086
```